Record 1
Formula: C13H15AlClF4IN2Na2O7S
Source: the OMol25 dataset
Level of theory: the ωB97M-V functional and the def2-TZVPD basis

* Kohn-Sham gap: 1.4155 eV
* 2S+1: 1
* E: -3263.187615 Eh
* maximum force: 2.24 eV/A
* LUMO level: -3.5 eV

Structure (XYZ):
```
47
Properties=species:S:1:pos:R:3:forces:R:3
O 3.6916 2.2916 4.2805 0.197 -0.357 0.152
C 2.7594 1.8525 3.7695 -0.535 0.714 0.286
N 1.6954 1.4811 3.2747 1.172 -0.349 -0.644
C 1.6025 1.5098 1.8407 -1.609 -0.168 1.042
O 2.8619 1.8944 1.2081 -1.013 -1.259 -1.465
S 2.5113 1.6021 -0.3917 -1.363 0.363 -0.811
O 1.6421 2.5790 -0.9080 0.102 0.372 0.337
O 3.6858 1.2291 -1.0921 0.373 -0.443 0.922
O 1.5931 0.2497 -0.1603 1.981 -0.208 0.841
C 1.0947 0.1259 1.2019 -0.492 1.732 1.129
C 1.6014 -1.0658 2.0843 0.427 0.205 -1.520
C 1.6663 -2.4229 1.3319 -0.146 0.442 0.416
O 2.4309 -3.2658 1.6329 0.399 -0.103 0.135
I 0.2308 -2.8531 -0.4827 0.510 -0.568 -0.452
C -0.4086 0.2545 1.1317 -0.680 -0.510 -0.293
C -1.1686 0.4299 2.2762 0.530 -0.125 0.528
C -2.5574 0.4826 2.2212 -0.063 -0.050 -0.071
N -3.2170 0.3774 1.0671 0.157 -0.258 0.255
C -2.4797 0.2616 -0.0316 -0.147 0.025 -0.698
C -1.0969 0.1904 -0.0809 0.343 0.242 0.401
H 0.7871 2.1955 1.6074 0.499 0.512 -0.347
H 2.6387 -0.8577 2.4241 -1.089 -0.537 0.986
H 1.0130 -1.1508 2.9954 -0.230 0.056 -0.122
H -0.6859 0.5112 3.2441 -0.098 -0.012 0.052
H -3.1256 0.5841 3.1413 -0.370 0.163 -0.018
H -3.0220 0.2006 -0.9724 -0.113 0.083 0.037
H -0.5772 0.0694 -1.0183 -0.117 0.077 -0.082
C 2.8734 -0.5639 -4.4166 -0.001 0.037 0.198
C 1.4893 -1.1968 -4.4330 0.215 0.175 -0.528
C 1.3552 -2.2013 -5.5666 -0.149 -0.098 0.064
O 0.4901 -0.1851 -4.5476 -0.073 -0.063 0.301
H 3.0564 -0.0220 -5.3477 0.008 -0.074 -0.044
H 2.9569 0.1566 -3.6016 0.000 -0.014 0.015
H 3.6537 -1.3176 -4.2973 0.007 0.003 -0.034
H 1.3003 -1.6918 -3.4803 -0.089 0.014 0.083
H 1.4941 -1.7072 -6.5316 0.087 0.014 0.017
H 0.3592 -2.6440 -5.5681 0.007 -0.017 0.032
H 2.0919 -3.0010 -5.4789 0.012 0.010 -0.020
H 0.6255 0.2760 -5.3827 -0.026 0.001 0.000
Na 3.6543 -0.3691 1.0679 1.874 -0.142 -1.212
F -7.2658 2.0299 4.6878 0.109 -0.241 0.499
Al -6.2125 1.0030 3.8974 -0.258 0.102 -0.100
F -6.0824 1.2282 2.2190 0.420 -0.588 0.045
F -6.7128 -0.5972 4.1388 0.187 -0.179 0.019
F -4.6154 1.1616 4.5127 0.208 -0.143 -0.121
Cl -7.3052 3.4625 2.2400 -0.200 0.820 -0.518
Na -2.3735 -2.5772 0.2936 -0.962 0.345 0.310
```
Positions in Å, forces in eV/Å.

Here are the Mulliken charges for atoms 1 to 6, given in e: -0.37, 0.63, -0.36, -0.17, -0.59, 1.20

=====

Record 2
Formula: C22H23N2O3
Source: the OMol25 dataset
Level of theory: the ωB97M-V functional and the def2-TZVPD basis

* Kohn-Sham gap: 6.8419 eV
* 2S+1: 1
* E: -1187.070614 Eh
* maximum force: 4.42 eV/A
* LUMO level: -4.6 eV
* total charge: +1
* SMILES string: CCOC(=O)[C@H](C(=O)NCCc1ccccc1)[n+]1ccc2ccccc2c1

Structure (XYZ):
```
50
Properties=species:S:1:pos:R:3:forces:R:3
O -0.0819 -0.5941 -1.1521 3.149 -2.184 2.197
O 0.4474 -1.0324 3.1134 -1.165 -1.227 -1.112
O 1.5832 -2.2301 -0.7748 -1.820 1.181 -0.065
C 0.8248 -1.1476 -0.4684 -1.429 1.968 -1.588
C 0.0941 -1.1334 1.9325 -0.231 3.358 1.697
C -3.6230 -2.3388 -2.2072 -1.042 1.219 -0.706
C -3.5184 -3.0578 -1.0411 -0.191 0.028 0.958
C -3.8780 -0.9779 -2.2219 0.117 0.882 3.239
C -3.5130 -2.3964 0.1617 -0.252 1.049 1.248
C -3.9022 -0.3137 -0.9009 -0.278 0.525 -2.394
C 3.9608 5.1285 0.3587 -0.909 -0.128 0.127
C 4.8977 4.1506 -0.1465 -1.619 -0.615 0.049
C -3.6814 -0.9835 0.3093 0.171 -0.639 -2.922
C 2.6793 4.7837 0.8593 3.571 -1.689 -1.497
C 1.1708 2.9913 1.4706 -1.495 -0.894 -0.704
C 4.5253 2.7960 -0.1889 1.827 1.281 0.570
C 0.7662 1.6877 1.3597 0.339 0.214 0.728
C 2.9200 1.0346 0.6408 -0.290 -0.031 0.752
C 2.3621 3.3707 0.9148 2.606 2.130 0.462
C 3.3318 2.3863 0.5068 -1.375 -0.472 -0.880
N -1.1856 -1.0751 1.4377 0.824 0.028 0.299
N 1.6715 0.6491 1.1306 0.623 3.130 -1.703
C 1.2118 -0.7060 0.9791 0.931 -3.235 -2.275
C 0.9856 -2.8024 -3.1171 -2.130 1.023 0.124
C 0.8611 -3.1441 -1.6684 0.796 -0.997 0.053
C -3.4518 -0.2493 1.5818 -1.052 3.050 -0.754
C -2.3137 -0.7548 2.3160 2.062 -1.067 2.074
H -3.7603 -2.8376 -3.1167 0.266 -0.898 -1.297
H -3.5664 -4.1395 -1.0175 0.341 0.025 -0.244
H -4.1034 -0.3761 -3.1167 0.261 -0.587 0.512
H -3.4365 -2.9653 1.0741 0.123 -0.279 0.162
H -4.1485 0.7834 -0.9836 0.476 -1.164 0.635
H 4.3003 6.1843 0.2571 -0.592 -0.841 0.391
H 5.8380 4.5637 -0.5472 -0.540 -0.715 0.098
H 2.0217 5.5213 1.2093 -0.909 0.762 0.360
H 0.4635 3.7845 1.7284 0.048 -0.561 -0.003
H 5.2838 2.1215 -0.6602 -1.151 0.188 0.671
H -0.3035 1.5675 1.4182 0.047 -1.180 0.421
H 3.6790 0.2794 0.4034 -0.770 -0.148 0.152
H -1.3189 -0.6976 0.4906 0.432 -0.688 0.288
H 2.0631 -1.4144 1.0999 -0.378 0.876 0.764
H 1.9381 -3.0835 -3.5080 0.393 -0.267 -0.552
H 0.0735 -3.2552 -3.6269 1.504 0.410 0.247
H 0.8467 -1.7094 -3.1385 0.116 -0.370 -0.623
H -0.1618 -3.1513 -1.3251 -0.320 -0.109 0.023
H 1.3493 -4.1031 -1.4928 -0.264 0.003 0.352
H -4.3007 -0.3233 2.2393 -0.544 0.050 0.254
H -3.2834 0.8834 1.4508 -0.574 -1.553 -0.500
H -2.7095 -1.5840 2.8815 0.689 -0.949 0.111
H -1.9083 -0.0896 3.0952 -0.391 0.107 -0.196
```
Positions in Å, forces in eV/Å.

Here are the Mulliken charges for atoms 1 to 6, given in e: -0.61, -0.62, -0.31, 0.26, -0.32, -0.37

=====

Record 3
Formula: C11H20Cl2NO5Sn
Source: the OMol25 dataset
Level of theory: the ωB97M-V functional and the def2-TZVPD basis

* Kohn-Sham gap: 6.6335 eV
* 2S+1: 1
* E: -1995.644329 Eh
* maximum force: 1.07 eV/A
* LUMO level: -12.6 eV
* total charge: +3

Structure (XYZ):
```
40
Properties=species:S:1:pos:R:3:forces:R:3
Sn -0.2062 -0.9559 -0.2578 0.111 0.084 -0.110
C 0.4372 -4.0576 -1.3524 -0.076 -0.010 -0.036
O 0.7651 -2.6343 -1.4352 -0.027 0.007 0.099
C 1.7655 -2.3102 -2.4355 -0.062 0.025 -0.109
C 2.4617 -1.0658 -1.9495 -0.091 -0.111 -0.117
O 1.4196 -0.1165 -1.5976 0.220 0.126 0.299
C 1.1059 0.9988 -2.4703 -0.111 -0.075 -0.087
C -0.2734 0.7481 -3.0265 0.030 -0.041 -0.097
O -1.1090 0.3553 -1.9082 -0.005 -0.034 0.107
C -2.4858 0.8273 -1.9930 -0.068 -0.074 -0.054
H 1.3392 -4.6096 -1.0990 0.001 0.004 0.002
H 0.0309 -4.3868 -2.3064 0.006 0.003 -0.002
H -0.3032 -4.1690 -0.5646 0.008 0.002 -0.011
H 1.2533 -2.1461 -3.3855 0.052 -0.047 -0.030
H 2.4609 -3.1423 -2.5440 0.009 -0.005 0.084
H 3.1243 -0.6468 -2.7045 -0.037 0.045 -0.008
H 3.0298 -1.2486 -1.0384 0.027 -0.022 -0.019
H 1.8477 1.0765 -3.2633 0.015 -0.021 0.008
H 1.1407 1.8970 -1.8562 -0.009 0.005 -0.009
H -0.2805 -0.0592 -3.7604 -0.022 0.016 -0.013
H -0.6782 1.6479 -3.4894 -0.008 0.023 0.050
H -2.4911 1.9145 -1.9567 0.011 -0.002 -0.007
H -3.0214 0.4204 -1.1396 0.010 0.017 0.005
H -2.9352 0.4699 -2.9173 0.006 -0.013 0.004
Cl -1.1095 -3.2403 2.1617 0.065 -0.010 0.024
C -2.8465 -3.0540 1.8914 0.006 -0.069 -0.029
Cl -3.1699 -1.9088 0.5584 -0.057 0.018 -0.124
H -3.3064 -2.6576 2.7881 -0.001 0.000 0.002
H -3.2612 -4.0130 1.6051 -0.022 0.003 0.013
O 3.2292 4.4543 3.6265 0.040 -0.052 -0.082
C 2.4769 3.7102 3.1939 0.376 0.762 0.653
C -0.0632 3.9476 4.8199 -0.276 0.060 0.309
C -0.5721 2.9684 3.9222 -0.319 0.460 0.507
C 0.4732 2.4066 2.8255 0.170 -0.759 -0.654
O 0.0780 1.5265 2.1240 -0.440 0.219 0.314
N 1.7090 2.9094 2.7060 -0.079 -0.311 -0.368
H -0.2049 5.0175 4.6598 0.100 -0.026 -0.106
H 0.4483 3.6690 5.7427 0.100 -0.028 -0.090
H -1.4008 3.3765 3.3380 0.129 -0.045 -0.182
H -0.8778 2.0808 4.4883 0.217 -0.124 -0.137
```
Positions in Å, forces in eV/Å.

Here are the Mulliken charges for atoms 1 to 6, given in e: 1.26, -0.71, -0.22, -0.35, -0.53, -0.37

=====

Record 4
Formula: C2H4N4
Source: the OMol25 dataset
Level of theory: the ωB97M-V functional and the def2-TZVPD basis

* Kohn-Sham gap: 9.1087 eV
* 2S+1: 1
* E: -297.558770 Eh
* maximum force: 1.80 eV/A
* LUMO level: 0.0 eV

Structure (XYZ):
```
10
Properties=species:S:1:pos:R:3:forces:R:3
N -1.6040 0.1772 -0.0408 -0.092 0.103 -0.014
C -0.1823 -0.1381 0.0181 0.280 0.391 -0.048
N 0.5853 -1.1974 0.1351 -0.139 0.206 -0.027
C 1.7852 -0.5473 0.0808 0.382 -0.206 0.029
N 1.7250 0.7758 -0.0569 0.314 -0.431 0.057
N 0.4131 1.0349 -0.0970 0.210 0.109 -0.014
H -2.1403 -0.0529 0.8070 0.335 0.369 -0.265
H -2.1077 -0.2220 -0.8444 0.324 0.399 0.196
H 2.7272 -1.0760 0.1457 -0.115 0.055 -0.006
H -1.2014 1.2458 -0.1475 -1.499 -0.994 0.093
```
Positions in Å, forces in eV/Å.

Here are the Mulliken charges for atoms 1 to 6, given in e: -0.21, 0.12, -0.60, -0.06, -0.55, -0.25